Entry 1:
A structure of composition C25H19Co2N2O6 in a non-equilibrium geometry. Source: the Open Molecules 2025 dataset; level of theory: ωB97M-V/def2-TZVPD.

Structure (ORCA input):
```
! RIJCOSX wB97M-V def2-TZVPD def2/J DEFGRID3
* xyz -1 1
Co -3.09 0.11 0.11
Co -0.70 -0.08 0.30
O 0.72 3.40 1.60
O -5.84 -0.34 0.93
O -3.73 2.32 -1.68
O -2.61 -2.34 -1.42
O 0.82 -2.38 1.17
O 1.87 0.75 1.32
N 1.92 1.65 -1.82
N 1.40 -0.44 -2.11
C -1.94 1.04 1.11
C 4.93 -0.77 -3.27
C -4.74 -0.20 0.61
C 0.71 1.02 1.13
C 3.07 1.01 -2.28
C 1.82 3.08 -1.60
C 0.07 2.39 1.38
C 0.92 0.76 -1.70
C -1.95 -1.62 5.08
C -2.08 -3.00 4.82
C -3.45 1.46 -0.96
C -2.32 -3.45 3.52
C -2.17 -1.16 2.72
C -0.44 1.07 -1.20
C 4.33 1.51 -2.63
C -2.59 -1.35 -0.80
C -2.01 -0.70 4.03
C 5.26 0.59 -3.14
C 0.63 -1.64 -2.37
C -2.37 -2.54 2.47
C -1.45 2.36 1.39
C 2.75 -0.32 -2.44
C -2.08 -0.26 1.59
C 0.22 -1.46 0.78
C 3.66 -1.25 -2.92
H 0.09 -1.56 -3.32
H 4.54 2.57 -2.50
H 3.37 -2.30 -2.99
H -2.56 -2.87 1.44
H -2.02 -3.72 5.63
H 1.34 -2.47 -2.41
H 0.97 3.49 -2.16
H -1.80 -1.27 6.10
H -1.92 0.37 4.21
H -0.56 2.14 -1.00
H -0.10 -1.83 -1.58
H 5.69 -1.46 -3.66
H -2.45 -4.51 3.30
H -1.18 0.72 -1.94
H 1.68 3.29 -0.53
H 2.75 3.53 -1.95
H -1.86 3.10 0.68
H 6.24 0.93 -3.45
H -1.77 2.66 2.41
*
```

Output
HOMO-LUMO gap   0.21913 Eh
Electronic energy   -116750.1877 eV
LUMO   2.6 eV
ΔE to the lowest compared entry with this formula, charge and spin   26.75 kcal per mole

---

Entry 2:
A cluster of 2 separate species, C34H28F2O4S2 in total in a non-equilibrium geometry. Source: the Open Molecules 2025 dataset; level of theory: ωB97M-V/def2-TZVPD.

Structure (ORCA input):
```
! RIJCOSX wB97M-V def2-TZVPD def2/J DEFGRID3
* xyz 0 1
S 1.36 -1.15 -1.37
S -1.47 -1.40 -0.96
F -3.02 4.09 2.65
F 2.88 3.87 3.59
O 2.56 -0.44 -1.00
O -1.44 -1.53 -2.41
O 1.14 -2.50 -0.86
O -2.63 -0.86 -0.29
C 0.75 -2.34 -3.83
C -0.33 3.28 -2.99
C 1.30 1.00 1.96
C -3.48 0.51 2.81
C -1.48 1.52 -1.79
C -2.26 0.07 2.31
C 5.16 2.28 3.50
C 1.53 -1.49 -5.96
C 0.79 -2.43 -5.22
C -2.77 2.75 2.55
C -1.36 -3.09 -0.29
C -1.77 -4.16 -1.09
C -1.24 0.98 1.91
C 2.72 2.62 3.05
C -1.54 2.36 2.00
C 2.22 -0.48 -5.29
C -0.07 -0.26 -0.66
C -0.77 -4.58 1.50
C 1.47 2.26 2.60
C -1.16 -5.67 0.71
C -1.51 2.59 -2.68
C -0.25 1.05 -1.31
C 3.66 0.53 2.43
C -1.64 -5.46 -0.58
C -5.04 2.40 3.50
C 0.04 0.42 1.51
C 0.87 2.94 -2.35
C 2.16 -0.39 -3.89
C -3.75 1.87 2.98
C 1.37 -1.29 -3.16
C 0.90 1.88 -1.45
C -0.88 -3.29 0.99
C 3.85 1.80 3.01
C 2.44 0.14 1.92
H -1.06 -6.69 1.11
H 4.49 -0.18 2.38
H 2.75 0.36 -3.36
H 0.25 -3.13 -3.26
H -2.41 1.01 -1.53
H 1.80 3.48 -2.55
H -0.58 -2.45 1.60
H 2.82 0.25 -5.85
H 5.57 3.05 2.82
H -0.35 4.09 -3.70
H -2.04 -0.99 2.30
H -4.94 2.93 4.46
H 0.25 -3.23 -5.73
H -5.48 3.12 2.78
H -2.16 -3.98 -2.09
H -0.38 -4.72 2.51
H 5.11 2.73 4.49
H 1.58 -1.56 -7.05
H 5.88 1.46 3.53
H -2.46 2.87 -3.13
H -4.22 -0.23 3.09
H 0.62 2.91 2.80
H 1.79 1.68 -0.86
H -1.92 -6.32 -1.20
H 2.31 -0.88 1.56
H 0.10 -0.67 1.50
H -5.76 1.59 3.65
H -0.83 3.12 1.68
*
```

Output
HOMO-LUMO gap   0.23708 Eh
Electronic energy   -71003.9562 eV
LUMO   -1.4 eV
ΔE to the lowest compared entry with this formula, charge and spin   0.00 kcal per mole

---

Entry 3:
An isolated molecule of C18H22N2O3S. Source: the Open Molecules 2025 dataset; level of theory: ωB97M-V/def2-TZVPD.

Structure (ORCA input):
```
! RIJCOSX wB97M-V def2-TZVPD def2/J DEFGRID3
* xyz 0 1
S -1.88 1.02 -0.56
O -0.84 0.10 -0.97
O -2.11 2.16 -1.40
O 0.91 0.65 1.76
N 2.09 0.79 -0.16
N -1.62 1.57 1.00
C -7.02 -2.01 0.40
C -4.60 0.78 -0.40
C 6.93 -0.51 -0.05
C -4.52 -1.92 0.24
C -0.79 2.76 1.08
C 6.23 -1.22 0.91
C 4.15 -0.52 -0.08
C -5.77 0.09 -0.16
C 1.19 1.24 0.73
C -3.34 -1.23 0.00
C 2.64 -0.55 -0.10
C 0.56 2.58 0.36
C 2.11 -1.38 -1.28
C 4.86 0.19 -1.04
C 4.85 -1.22 0.90
C -3.39 0.11 -0.32
C -5.74 -1.26 0.16
C 6.25 0.19 -1.02
H 0.39 2.61 -0.72
H 1.24 3.39 0.64
H 6.76 -1.77 1.67
H -1.35 3.57 0.61
H 2.55 -1.03 -2.21
H 8.01 -0.51 -0.04
H 4.30 -1.77 1.65
H -6.72 0.60 -0.22
H -2.38 -1.72 0.04
H 2.17 1.27 -1.05
H -6.84 -2.93 0.94
H 2.27 -0.97 0.84
H -7.72 -1.40 0.96
H 6.79 0.75 -1.77
H 2.37 -2.42 -1.14
H 4.34 0.73 -1.81
H -0.63 2.98 2.14
H -1.18 0.83 1.54
H -4.59 1.83 -0.66
H -7.49 -2.26 -0.56
H 1.03 -1.27 -1.33
H -4.48 -2.97 0.48
*
```

Output
HOMO-LUMO gap   0.36602 Eh
SMILES   Cc1ccc(S(=O)(=O)NCCC(=O)N[C@@H](C)c2ccccc2)cc1
Electronic energy   -38981.6558 eV
LUMO   0.8 eV
ΔE to the lowest compared entry with this formula, charge and spin   21.82 kcal per mole

---

no.,highest occupied orbital energy (eV)
1,-3.4
2,-7.8
3,-9.2